1.
Formula: C5H13NP
Source: the Open Molecules 2025 dataset
Level of theory: ωB97M-V with the def2-TZVPD basis set

total charge = +1
DFT total energy = -16164.7064 eV
molar mass = 118.14 Da

Positions of all 20 atoms, in Å:
C (3.07432, 0.77491, 0.51225)
C (-1.89702, 1.29471, -0.79850)
C (-1.14812, -2.12613, 0.07488)
C (-0.89168, 1.74707, 0.00198)
C (0.91081, -0.65439, 0.06391)
N (-0.24078, -1.10938, -0.68221)
P (2.01685, 0.16313, -0.85799)
H (2.61968, 0.91062, 1.45295)
H (3.57200, 1.65931, 0.28007)
H (-1.80005, 1.49715, -1.77312)
H (3.87220, 0.05360, 0.63098)
H (-2.88023, 0.95366, -0.31270)
H (-0.40252, -2.93174, 0.48209)
H (-1.51056, -1.77166, 1.09864)
H (-1.88931, -2.62940, -0.50029)
H (-0.14958, 2.47139, -0.31287)
H (-0.77617, 1.38850, 0.99747)
H (0.93377, -0.93773, 1.16861)
H (-0.00496, -1.46387, -1.58331)
H (-0.73174, -0.13355, -0.77285)



2.
Formula: C5H13NP
Source: the Open Molecules 2025 dataset
Level of theory: ωB97M-V with the def2-TZVPD basis set

total charge = +1
DFT total energy = -16165.9874 eV
structure (SMILES) = C=[N+](CC)PCC
molar mass = 118.14 Da

Positions of all 20 atoms, in Å:
C (-0.90038, -1.75817, 0.64454)
N (-0.63215, -0.83454, -0.27883)
C (-0.52039, -1.16844, -1.70451)
C (-1.21862, -0.06556, -2.61373)
P (-0.34539, 0.85749, 0.31598)
C (0.89542, 0.46669, 1.69580)
C (1.43075, 1.78676, 2.12810)
H (-1.16491, -1.51914, 1.71370)
H (-1.12303, -2.80878, 0.44627)
H (0.52610, -1.23145, -1.98544)
H (-0.99828, -2.19469, -2.01689)
H (-1.84892, 0.77119, -2.15045)
H (-0.60702, 0.60829, -3.26209)
H (-1.69188, -0.54231, -3.48156)
H (0.60461, 1.13435, -0.70836)
H (0.30356, 0.21865, 2.51859)
H (1.65078, -0.21963, 1.43723)
H (2.13021, 2.14755, 1.38550)
H (0.79195, 2.57115, 2.39292)
H (1.97573, 1.68157, 2.98943)